C25H37N2OPSSiTi as an isolated structure, computed with the ωB97M-V functional and the def2-TZVPD basis.

ORCA input file:
```
! wB97M-V def2-TZVPD RIJCOSX def2/J DEFGRID3
* xyz 0 1
Ti 0.04210 0.15472 0.36657
Si 2.11673 0.57302 -1.37015
P 0.27638 0.68302 -2.73761
N -0.42625 -1.48501 -0.16626
H -0.12579 2.05008 1.46754
C -1.54621 0.63882 -2.56943
H -1.99318 0.57358 -3.57592
H -1.92260 1.54510 -2.07376
H -1.85859 -0.23378 -1.97685
C 0.54711 2.17402 -3.75078
H -0.04342 2.07805 -4.67232
H 1.60663 2.28479 -4.01163
H 0.22114 3.07191 -3.20855
C 0.57611 -0.73112 -3.84746
H 0.09330 -0.53584 -4.81576
H 0.15457 -1.64263 -3.40477
H 1.65077 -0.88206 -4.00009
C 2.86769 2.19640 -0.79883
H 2.78719 2.28890 0.29354
H 2.39316 3.05881 -1.28247
H 3.93587 2.18528 -1.06691
H 1.89771 -0.27355 -0.14348
H 3.15511 -0.17833 -2.13711
C -0.42327 -2.79420 -0.44459
C -1.51582 -4.98462 -0.40729
C -1.57331 -3.61188 -0.21340
C 0.74754 -3.43891 -0.97221
C 0.77456 -4.81267 -1.15730
C -0.34592 -5.59910 -0.87289
H -2.39222 -5.59583 -0.19010
H -2.47927 -3.12351 0.14453
H 1.61960 -2.81632 -1.18927
H 1.68907 -5.27897 -1.52538
H -0.30985 -6.68345 -1.01443
C -1.04338 2.45789 0.84567
O -1.46248 1.25780 0.18324
C -2.21473 2.98930 1.67117
H -2.02505 3.98619 2.09352
H -2.49303 2.32057 2.49217
H -3.08565 3.07631 1.00378
C -0.55363 3.55347 -0.09199
H -1.17132 3.58748 -0.99838
H 0.49593 3.43223 -0.37722
H -0.63401 4.53594 0.38991
N 0.87855 -0.42253 2.09094
S 1.92709 0.31771 3.15028
C 0.80498 1.30780 4.10929
C 1.27998 2.51837 4.64619
C 0.39226 3.35844 5.31496
C -0.95998 3.00772 5.42426
C -1.42156 1.80568 4.88285
C -0.53544 0.94369 4.23790
C 2.35521 -1.04712 4.25097
C 1.78576 -1.18023 5.51992
C 2.05252 -2.32672 6.27490
C 2.90517 -3.31647 5.77745
C 3.51685 -3.15334 4.52595
C 3.25312 -2.01380 3.76160
H 0.82631 -1.42749 2.29364
H 2.33125 2.76793 4.51328
H 0.76199 4.29125 5.74253
H -1.65406 3.67736 5.93042
H -2.47667 1.52992 4.95815
H -0.87943 0.00953 3.79796
H 1.12564 -0.39970 5.89512
H 1.58579 -2.43868 7.25329
H 3.10118 -4.21495 6.36478
H 4.19981 -3.91119 4.13838
H 3.72616 -1.86581 2.79002
*
```

Summary:
Energy   -3037.9088 Eh
HOMO energy (alpha / beta)   -0.1427 / -0.1474 Ha
Maximum force   2.6 eV/A
Gap between HOMO and LUMO (alpha / beta)   3.9 / 4.0 eV

Atom charges from the Löwdin analysis, given in e for atoms 1 to 8:
1 Ti 0.51
2 Si 0.39
3 P 0.69
4 N -0.13
5 H 0.11
6 C -0.25
7 H 0.06
8 H 0.04

=====

A 2-piece molecular cluster, C4H9N2 overall, computed with the ωB97M-V functional and the def2-TZVPD basis.

ORCA input file:
```
! wB97M-V def2-TZVPD RIJCOSX def2/J DEFGRID3
* xyz 1 1
C -2.19172 -0.95856 0.00357
C 1.00128 0.77726 -0.21868
C -2.03629 0.32626 0.70496
C 2.01863 -0.07010 -0.46902
N -2.74206 0.34195 -0.36153
N 3.05561 -0.27340 0.36138
H -1.37671 -1.33851 -0.59806
H -2.87521 -1.70207 0.39455
H 1.00593 1.41092 0.65133
H 0.21865 0.92229 -0.93672
H -1.70952 0.93271 1.51692
H 2.02622 -0.67066 -1.36858
H 3.16030 0.29910 1.18342
H 3.84050 -0.83350 0.07954
H -3.39560 0.83629 -0.94308
*
```

Summary:
Energy   -266.9386 Eh
HOMO energy (alpha / beta)   -0.4200 / -0.4200 Ha
Maximum force   2.5 eV/A
Energy above the lowest of the compared OMol25 structures with the same formula, charge and spin   100.8 kcal/mol
Gap between HOMO and LUMO (alpha / beta)   6.0 / 6.0 eV

Atom charges from the Löwdin analysis, given in e for atoms 1 to 8:
1 C 0.00
2 C -0.07
3 C 0.12
4 C -0.29
5 N 0.19
6 N 0.07
7 H 0.11
8 H 0.12

=====

C28H20BrCaN3O3PS2 as an isolated structure, computed with the ωB97M-V functional and the def2-TZVPD basis.

ORCA input file:
```
! wB97M-V def2-TZVPD RIJCOSX def2/J DEFGRID3
* xyz -1 1
Ca 0.57760 0.22722 0.36101
Br -7.73290 -2.49408 -1.27213
C -6.52018 -3.22361 0.00313
C -5.76864 -2.37545 0.79750
C -4.88587 -2.91051 1.71790
C -4.77707 -4.29924 1.88968
C -5.54540 -5.12981 1.06186
C -6.40446 -4.59994 0.11914
N -4.14297 -4.87941 2.98401
N -3.14514 -4.42403 3.58634
C -2.28076 -3.46003 3.12825
C -1.59923 -2.77858 4.14883
C -0.80138 -1.68448 3.91507
C -0.52476 -1.23580 2.60329
O 0.15029 -0.19300 2.36008
C -1.03373 -2.08096 1.52094
N -0.56062 -1.80809 0.28793
C -0.96670 -2.52346 -0.73629
C -1.86521 -3.58516 -0.59499
C -2.33512 -3.90402 0.65396
C -1.93947 -3.14081 1.77062
H -5.85458 -1.30320 0.68633
H -4.28457 -2.25256 2.33201
H -5.45015 -6.20284 1.17037
H -6.98865 -5.25255 -0.51516
H -1.79858 -3.10470 5.16242
H -0.35113 -1.12946 4.72776
H -0.55594 -2.26101 -1.70527
H -2.16622 -4.15854 -1.46113
H -2.99483 -4.75072 0.76870
O -1.31822 1.03696 -0.31718
C -0.78117 2.16465 -0.22446
O 0.34893 2.39002 0.26592
H -1.35032 3.03434 -0.62151
S 3.12359 -0.86775 0.58708
P 3.27678 0.32455 -0.99942
S 1.88412 0.15170 -2.39119
C 4.94907 0.02182 -1.69586
C 6.06483 0.38713 -0.94566
C 7.33768 0.10255 -1.41001
C 7.50353 -0.55719 -2.62162
C 6.39470 -0.92516 -3.36712
C 5.11720 -0.63755 -2.90438
C 3.49288 2.07615 -0.49446
C 3.56782 2.43631 0.84327
C 3.89578 3.74016 1.18938
C 4.14458 4.67868 0.20061
C 4.04538 4.32335 -1.13853
C 3.72060 3.02344 -1.48792
H 5.92342 0.88867 0.00376
H 8.20273 0.38997 -0.82506
H 8.49868 -0.79045 -2.98048
H 6.52191 -1.44101 -4.31118
H 4.23751 -0.91266 -3.47417
H 3.38620 1.68590 1.60344
H 3.96827 4.01894 2.23324
H 4.41396 5.69253 0.47077
H 4.22818 5.06018 -1.91106
H 3.64161 2.73305 -2.52889
*
```

Summary:
Energy   -5858.6137 Eh
HOMO energy   -0.1777 Ha
Maximum force   2.2 eV/A
Gap between HOMO and LUMO   6.7 eV

Atom charges from the Löwdin analysis, given in e for atoms 1 to 8:
1 Ca 1.09
2 Br 0.69
3 C -0.69
4 C -0.11
5 C -0.02
6 C -0.33
7 C -0.04
8 C -0.14

=====

C6H10LiO3Rb as an isolated structure, computed with the ωB97M-V functional and the def2-TZVPD basis.

ORCA input file:
```
! wB97M-V def2-TZVPD RIJCOSX def2/J DEFGRID3
* xyz 0 1
C -2.07201 -1.78979 -0.02775
C -1.54835 -0.53752 0.05575
C -0.81607 -0.04147 1.25629
C -1.42355 1.18280 1.72608
O -0.85063 2.28580 1.87858
O -2.66682 -2.31722 -1.05656
Rb -4.55441 -2.98959 -4.24719
Li 0.88119 2.60235 1.17984
H -1.90653 -2.46351 0.83695
H -1.41926 0.05675 -0.85652
H -0.65324 -0.77353 2.05752
H -2.50316 1.14114 1.97829
C 2.03757 0.17464 -1.35573
C 2.78244 0.71131 -0.13533
O 1.84752 1.15297 0.79190
H 2.72487 -0.30449 -2.06931
H 1.26896 -0.53065 -1.00421
H 1.46046 0.97919 -1.83979
H 3.61428 1.35575 -0.49028
H 3.34611 -0.12383 0.33064
H 0.45064 0.22890 0.99080
*
```

Summary:
Energy   -491.8631 Eh
HOMO energy   -0.1903 Ha
Maximum force   4.5 eV/A
Energy above the lowest of the compared OMol25 structures with the same formula, charge and spin   0.0 kcal/mol
Gap between HOMO and LUMO   3.4 eV

Atom charges from the Löwdin analysis, given in e for atoms 1 to 8:
1 C -0.43
2 C -0.18
3 C -0.26
4 C -0.26
5 O -0.11
6 O -0.28
7 Rb 0.92
8 Li 0.71

=====

C23H33ClN4PPtS3 as an isolated structure, computed with the ωB97M-V functional and the def2-TZVPD basis.

ORCA input file:
```
! wB97M-V def2-TZVPD RIJCOSX def2/J DEFGRID3
* xyz -1 1
Pt 1.73098 -0.57652 -0.29604
S 2.47755 -0.36386 1.96526
C 4.05994 0.31916 1.78810
C 4.67477 0.76115 3.01141
N 5.11762 1.11800 4.01321
C 4.70159 0.45691 0.60984
S 4.04902 -0.02963 -0.92675
C 6.02937 1.00537 0.58105
N 7.10049 1.42791 0.52968
C 0.69425 -4.75206 -2.69530
N -0.28931 -4.47743 -1.67562
C -1.70222 -4.42132 -2.02179
C -2.34889 -4.02162 -0.69410
N -1.22395 -3.40417 -0.01171
C -0.03241 -3.74459 -0.56284
S 1.45870 -3.38937 0.09120
H 0.49610 -5.73163 -3.13445
H 1.67740 -4.75250 -2.23159
H 0.66602 -3.99619 -3.48663
H -2.05182 -5.38580 -2.39012
H -1.87369 -3.65695 -2.78610
H -2.72097 -4.89311 -0.14793
H -3.16643 -3.31405 -0.82823
H -1.25945 -3.11070 0.94767
Cl -0.28246 -1.27473 -2.86153
C 1.43359 -1.00223 -2.30091
H 1.81896 -0.24144 -2.97541
H 1.94164 -1.93461 -2.53791
C -2.66127 -0.38739 -0.11106
C -2.19034 1.04588 -0.40884
C -2.44455 1.32487 -1.89654
C -3.01353 2.01379 0.44107
P -0.30299 1.00617 -0.06531
C -0.43033 0.97010 1.78176
C -0.52640 2.06355 2.63789
C -0.64030 1.88923 4.01233
C -0.68447 0.61653 4.55730
C -0.59914 -0.48613 3.71992
C -0.46597 -0.30534 2.35289
C 0.42074 2.69174 -0.53368
C -0.48359 3.91940 -0.38887
C 1.69999 2.90200 0.29043
C 0.83987 2.55930 -2.00816
H -3.67495 -0.52682 -0.50458
H -2.68219 -0.58228 0.96300
H -2.00222 -1.11585 -0.58751
H -3.50123 1.14249 -2.12161
H -1.84621 0.67129 -2.52632
H -2.22261 2.35944 -2.15770
H -4.06392 1.70537 0.39901
H -2.95281 3.03635 0.07185
H -2.71023 2.00642 1.48673
H -0.50430 3.07104 2.24966
H -0.69044 2.75875 4.65668
H -0.76942 0.48582 5.62918
H -0.60603 -1.48694 4.13485
H -0.33988 -1.16337 1.70196
H -0.90458 4.02629 0.60956
H -1.30444 3.91156 -1.10603
H 0.11953 4.80989 -0.59050
H 1.49225 3.12983 1.33503
H 2.27661 3.72482 -0.14426
H 2.32700 2.01135 0.26170
H -0.00095 2.30139 -2.65549
H 1.59752 1.78071 -2.10578
H 1.26939 3.50475 -2.35304
*
```

Summary:
Energy   -3230.7797 Eh
HOMO energy   -0.1351 Ha
Maximum force   1.3 eV/A
Energy above the lowest of the compared OMol25 structures with the same formula, charge and spin   21.4 kcal/mol
Gap between HOMO and LUMO   6.0 eV

Atom charges from the Löwdin analysis, given in e for atoms 1 to 8:
1 Pt 0.35
2 S 0.58
3 C -0.75
4 C -0.29
5 N 0.13
6 C -0.78
7 S 0.58
8 C -0.30

=====

One molecule with the formula C4H7NO, computed with the ωB97M-V functional and the def2-TZVPD basis.

ORCA input file:
```
! wB97M-V def2-TZVPD RIJCOSX def2/J DEFGRID3
* xyz 0 1
C -1.32046 0.49282 -0.64162
C -0.02469 -0.52598 1.45641
N 0.83149 -1.03116 0.61628
C 1.18061 -0.02024 -0.38422
C 0.01774 0.97975 -0.08285
O 0.20535 2.12882 0.25883
H -1.33031 -0.57907 -0.87844
H -1.48454 1.05929 -1.56212
H -2.13458 0.70114 0.05506
H -0.40844 -1.21710 2.20660
H 1.15359 -1.99731 0.55250
H 1.15524 -0.41557 -1.41074
H 2.15899 0.42461 -0.18570
*
```

Summary:
Energy   -286.5000 Eh
HOMO energy   -0.3138 Ha
Maximum force   0.5 eV/A
Energy above the lowest of the compared OMol25 structures with the same formula, charge and spin   82.6 kcal/mol
Gap between HOMO and LUMO   9.2 eV

Atom charges from the Löwdin analysis, given in e for atoms 1 to 8:
1 C -0.05
2 C 0.07
3 N -0.06
4 C -0.11
5 C -0.55
6 O 0.03
7 H 0.07
8 H 0.08